21
Properties=species:S:1:pos:R:3 method="wB97M-V/def2-TZVPD" energy_ev=-68685.71079 max_force_ev_per_a=6.3 e_lumo_ev=-11.2 homo_energy_ev=-15.545 charge=+2
O -2.543 -0.085 -0.781
C -1.333 0.072 -0.042
C -0.400 -1.055 -0.445
H -1.547 0.044 1.034
H -0.906 1.065 -0.239
H -4.802 1.529 -1.894
O -3.345 1.900 -0.074
O 3.007 1.133 0.577
H -0.219 -1.039 -1.531
H -0.889 -2.026 -0.288
C 3.231 0.073 -0.103
H 1.892 -1.879 1.713
H 0.132 -1.470 1.993
O 4.405 -0.295 -0.297
O -4.125 0.840 -1.903
C 1.081 -0.737 0.176
O 2.235 -0.677 -0.564
C -3.352 0.962 -0.833
Cu 1.454 1.835 1.462
Mg 5.063 1.316 0.757
C 0.959 -1.506 1.282